The following is a quantum chemistry calculation of a molecular structure, C35H40MgN11O9 at a distorted geometry, from OMol25.

Cartesian coordinates (Å):
Mg  3.76860  -0.02631  0.53510
N  0.66150  0.71145  0.49343
O  -0.02356  -0.22268  0.86546
O  1.88924  0.58435  0.61211
O  0.20500  1.64586  -0.09267
N  5.24603  2.36638  2.12117
O  4.57965  1.43431  1.62370
O  5.04074  2.77709  3.21763
O  6.11440  2.85352  1.36990
N  4.57756  2.22813  -1.65208
O  4.19623  1.26591  -1.01007
O  5.67617  2.63110  -1.36973
O  3.83637  2.78766  -2.46898
N  -1.81198  -2.12664  -0.30516
C  -1.69875  -3.48741  -0.57348
C  -2.10001  -3.69763  -1.91323
C  -2.86200  -2.57610  -2.24091
C  -2.60148  -1.55923  -1.29662
H  -1.60463  -1.63836  0.55431
H  -1.11166  -4.17971  0.01171
H  -1.91643  -4.60871  -2.46333
H  -3.45575  -2.39145  -3.12396
H  -2.97164  -0.56272  -1.10595
N  -1.01442  4.41772  0.76206
C  -1.99506  4.51989  1.71874
C  -2.33792  5.83935  1.84398
C  -1.63525  6.57291  0.91657
C  -0.74884  5.70998  0.29801
H  -0.44831  3.59900  0.59084
H  -2.34565  3.61288  2.18866
H  -3.12479  6.22975  2.47233
H  -1.73609  7.61289  0.64330
H  -0.01442  5.97573  -0.44792
N  -1.92094  2.52614  -2.36160
C  -2.27812  3.80823  -2.60331
C  -3.24083  3.74519  -3.61244
C  -3.45179  2.41363  -3.93318
C  -2.62344  1.67700  -3.19024
H  -1.32622  2.14905  -1.63757
H  -1.91662  4.66953  -2.06120
H  -3.86751  4.50007  -4.06394
H  -4.13763  2.06703  -4.69206
H  -2.43035  0.61489  -3.15797
N  -0.84688  -2.65804  4.85570
C  -1.64425  -3.79077  5.03959
C  -2.47900  -3.89226  3.92981
C  -2.33462  -2.78613  3.16423
C  -1.33999  -1.99951  3.74352
H  -0.06777  -2.35840  5.42430
H  -1.52017  -4.47375  5.86696
H  -3.17810  -4.69720  3.75738
H  -2.88687  -2.48643  2.28582
H  -0.95497  -1.02507  3.48156
N  -5.01714  1.16265  0.69749
C  -3.71265  1.64592  0.59024
C  -3.01212  1.04211  1.62266
C  -3.85528  0.15976  2.26169
C  -5.11443  0.24671  1.72647
H  -5.77417  1.44326  0.09065
H  -3.46432  2.33338  -0.20483
H  -1.98062  1.23772  1.87594
H  -3.63934  -0.47467  3.10861
H  -6.06974  -0.15355  2.03236
N  3.43091  -1.17900  2.16058
C  3.65425  -2.54739  2.21478
C  3.31545  -3.35552  3.35433
C  2.82153  -2.70429  4.52808
C  2.59123  -1.36211  4.45315
C  2.90945  -0.65283  3.29086
H  3.99701  -3.02051  1.30644
H  3.56313  -4.40618  3.31996
H  2.50466  -3.21786  5.42376
H  2.13511  -0.82925  5.27439
H  2.69695  0.40426  3.22924
N  3.18362  -1.57562  -0.70598
C  2.22103  -2.51105  -0.63624
C  1.92809  -3.56703  -1.51005
C  2.77651  -3.69069  -2.56940
C  3.72312  -2.74869  -2.80574
C  3.92008  -1.75862  -1.84611
H  1.63697  -2.47799  0.27161
H  1.07856  -4.18519  -1.25989
H  2.48793  -4.42396  -3.30793
H  4.27111  -2.62710  -3.72841
H  4.69088  -1.03762  -2.07505
N  2.14072  1.13878  -4.38576
C  1.47876  0.95109  -3.16935
C  0.62573  -0.08249  -2.91940
C  0.30103  -0.99319  -3.95807
C  1.02765  -0.86323  -5.13306
C  1.93944  0.17988  -5.29941
H  1.58668  1.68083  -2.38053
H  0.00003  -0.23912  -2.05316
H  -0.34504  -1.84647  -3.81352
H  1.04444  -1.65050  -5.87219
H  2.51574  0.25302  -6.20987

Atoms 1-2, force components in eV/Å:
0.108 2.982 -0.831
1.290 -2.217 -0.385

Output
frontier orbital gap	0.2504	Eh
max |F|	5.43	eV/A
charge	-1
LUMO energy	1.51	eV
energy	-2837.031139	a.u.

Results of the Mulliken charge analysis, in e, for atoms 1 through 2: atom 1 (Mg): 1.011, atom 2 (N): 0.260